106
Properties=species:S:1:pos:R:3:forces:R:3:lowdin_charge:R:1 method="wB97M-V/def2-TZVPD" lumo_energy_ev=3.708 de_lowest_ev=0.000 total_charge=-2 total_energy_ev=-50590.2017 gap_ha=0.1512 largest_force_ev_per_a=1.70 e_homo_ev=-0.41
C -15.269246 -13.981696 1.797509 -0.77 -0.21 -0.29 -0.16
C -13.872097 -13.453213 1.494430 1.59 -0.60 -0.08 -0.61
O -12.892764 -14.389017 1.599818 -0.71 0.04 0.01 -0.39
H -15.230382 -14.589900 2.705592 -0.10 0.21 0.14 0.05
H -15.665691 -14.636652 1.009099 0.44 -0.15 -0.09 0.05
H -16.038348 -13.194607 1.854518 0.09 0.17 0.43 0.01
H -13.649651 -12.598565 2.182473 -0.41 0.36 0.27 0.06
H -13.878821 -12.974474 0.486518 -0.30 0.15 -0.22 0.07
C -12.297985 -8.261460 0.334595 -0.86 0.29 0.27 -0.09
C -12.372104 -9.690491 -0.209776 0.80 0.16 -0.78 -0.41
O -11.316307 -10.002760 -1.064185 0.22 0.66 -0.13 -0.34
H -13.249942 -8.019788 0.835820 0.14 -0.10 0.27 0.05
H -12.233025 -7.498536 -0.446438 0.34 -0.19 -0.21 0.05
H -11.488824 -8.126621 1.057517 0.09 -0.01 -0.09 0.06
H -13.314044 -9.790792 -0.776992 -0.29 -0.05 0.37 0.09
H -12.383235 -10.375814 0.653025 -0.30 -0.11 -0.03 0.10
C -8.944174 -5.836839 2.362859 0.45 -0.08 0.08 -0.08
C -10.116273 -5.777620 3.321565 -0.39 -0.63 -0.50 -0.34
O -10.019243 -6.746019 4.349533 0.05 0.14 -0.09 -0.10
H -8.974967 -5.021030 1.639489 0.00 -0.03 -0.04 0.05
H -8.938315 -6.788449 1.826508 -0.12 0.03 -0.08 0.06
H -7.991245 -5.794971 2.897748 -0.07 0.14 0.08 0.07
H -11.023579 -5.985162 2.738019 -0.05 0.19 0.00 0.08
H -10.242323 -4.777151 3.741044 0.16 -0.10 0.31 0.11
H -10.132218 -7.633852 3.932727 0.09 0.31 0.29 0.04
C -13.761012 -13.789114 -3.852535 -0.04 -0.27 -0.46 -0.10
C -13.630152 -12.546626 -2.998912 -0.47 0.30 -0.16 -0.36
O -12.275706 -12.226055 -2.801211 -0.39 0.07 -0.21 -0.06
H -14.806445 -14.047248 -4.049748 -0.07 0.18 0.14 0.06
H -13.310082 -14.680454 -3.414637 0.16 0.19 0.24 0.07
H -13.294759 -13.629355 -4.829025 0.10 0.03 0.06 0.06
H -14.206488 -12.668906 -2.074202 0.38 -0.21 0.32 0.09
H -14.140439 -11.711133 -3.501470 -0.01 -0.03 -0.23 0.11
H -12.228212 -11.292332 -2.527949 0.53 -0.33 0.51 0.05
C -13.781791 -5.362070 2.705590 0.66 0.83 -0.08 -0.10
C -15.194228 -5.226239 2.204887 -0.45 -1.15 0.18 -0.32
O -16.147024 -5.116498 3.261344 -0.12 0.36 0.00 -0.09
H -13.141307 -5.588015 1.848884 0.13 -0.07 0.15 0.05
H -13.609535 -6.109726 3.481939 -0.38 -0.34 -0.24 0.08
H -13.432031 -4.427091 3.156132 -0.03 0.05 -0.16 0.08
H -15.436312 -6.121369 1.610413 0.02 0.15 -0.03 0.10
H -15.341923 -4.370808 1.544774 0.13 0.13 0.21 0.11
H -16.064227 -5.896770 3.818864 0.05 -0.03 -0.05 0.07
C -15.103416 -9.452833 2.864453 -0.12 0.68 -0.08 -0.08
C -16.080603 -10.325528 3.629978 0.99 -0.21 0.06 -0.30
O -16.270110 -9.875966 4.978251 -0.11 0.46 -0.06 -0.10
H -14.193143 -9.193703 3.406959 -0.09 -0.28 0.24 0.05
H -15.566998 -8.501005 2.580625 -0.04 -0.01 -0.02 0.06
H -14.785712 -9.947060 1.943833 -0.11 -0.11 0.03 0.07
H -15.611278 -11.312735 3.704351 -0.48 -0.16 -0.44 0.11
H -17.030626 -10.316817 3.086058 0.01 -0.41 0.12 0.10
H -16.618618 -10.626290 5.464200 -0.01 0.03 0.07 0.07
C -16.446658 -10.763754 -1.095587 -0.34 -0.83 0.19 -0.08
C -17.429188 -10.929033 0.058917 -0.16 0.02 -0.97 -0.30
O -18.761884 -11.105328 -0.478861 -0.05 0.20 0.30 -0.11
H -16.603825 -11.605913 -1.776019 0.10 0.00 -0.01 0.07
H -15.419787 -10.850741 -0.736802 0.05 0.40 -0.11 0.05
H -16.661998 -9.863498 -1.667995 0.27 0.19 0.16 0.07
H -17.440869 -10.018525 0.658464 -0.07 -0.17 0.25 0.10
H -17.184492 -11.812699 0.646762 0.22 0.24 0.25 0.09
H -18.948357 -12.045947 -0.463908 0.01 -0.02 -0.06 0.07
C -10.869773 -4.093760 -0.110935 -0.08 -0.20 -0.19 -0.09
C -12.138151 -3.675844 -0.829124 -0.43 -0.17 0.61 -0.31
O -12.525842 -2.392707 -0.307839 0.12 0.09 -0.38 -0.10
H -10.642930 -5.148590 -0.268137 -0.06 -0.04 -0.22 0.07
H -10.974359 -3.974199 0.967043 -0.11 0.19 -0.02 0.06
H -10.017235 -3.510753 -0.461926 0.00 0.06 0.09 0.08
H -12.969962 -4.360038 -0.617654 0.28 -0.25 0.01 0.10
H -12.019274 -3.665494 -1.917391 0.17 0.19 0.03 0.10
H -13.404983 -2.203077 -0.648520 0.04 0.07 0.04 0.07
C -10.225741 -6.446864 -4.183527 -0.28 -0.03 -0.10 -0.10
C -10.758020 -7.159665 -2.953837 -0.03 -0.47 -0.44 -0.36
O -11.291381 -8.406623 -3.333372 0.10 0.01 -0.28 -0.11
H -9.783271 -5.487199 -3.907680 -0.03 0.05 -0.04 0.06
H -11.049622 -6.283697 -4.883093 0.09 0.09 -0.05 0.07
H -9.471544 -7.049263 -4.692191 0.01 -0.05 0.08 0.06
H -11.577752 -6.575088 -2.521710 0.31 0.33 0.39 0.09
H -9.917882 -7.297499 -2.262280 -0.27 0.13 0.37 0.10
H -11.420926 -8.960667 -2.519769 0.10 -0.19 0.44 0.03
C -7.230060 -9.447477 1.685130 0.07 0.14 -0.31 -0.09
C -8.074938 -9.604229 0.418245 -0.41 -0.09 0.87 -0.32
O -9.191054 -10.428065 0.724940 0.03 0.61 0.20 -0.10
H -7.861894 -9.299721 2.558924 -0.11 0.06 0.00 0.05
H -6.592247 -8.562673 1.588041 0.16 -0.15 0.05 0.06
H -6.616579 -10.329343 1.873275 0.04 0.00 -0.04 0.07
H -7.478337 -10.036233 -0.389828 -0.07 0.04 -0.13 0.10
H -8.432401 -8.611926 0.119399 0.07 0.02 -0.22 0.10
H -9.937107 -10.153299 0.132845 -0.17 -0.58 -0.52 0.04
C -11.966902 -9.354540 5.139546 -0.59 -0.93 0.20 -0.09
C -11.387644 -10.147268 3.975072 0.78 0.42 0.81 -0.25
O -10.318634 -9.337307 3.446390 -0.36 -0.25 -0.59 -0.12
H -11.269616 -9.371945 5.978213 0.23 0.47 -0.18 0.07
H -12.844714 -9.873778 5.540271 -0.12 0.05 -0.24 0.07
H -12.264863 -8.344302 4.867711 0.18 0.07 0.01 0.06
H -12.110869 -10.445560 3.216015 -0.01 0.21 -0.09 0.10
H -10.921457 -11.045805 4.389842 -0.26 -0.21 -0.20 0.12
H -10.066302 -9.703262 2.579469 0.19 -0.05 -0.07 0.06
C -6.940447 -10.401211 -3.750109 0.15 0.63 -0.71 -0.10
C -8.311329 -9.827808 -3.505297 -0.96 0.04 0.47 -0.35
O -9.028919 -10.707307 -2.653639 0.25 0.70 -0.14 -0.07
H -6.480866 -10.728086 -2.820293 -0.09 -0.16 0.02 0.07
H -6.318205 -9.602726 -4.173392 0.11 -0.14 0.00 0.06
H -6.974194 -11.200014 -4.491396 0.04 -0.23 0.24 0.07
H -8.913736 -9.656719 -4.409133 0.39 -0.20 -0.28 0.11
H -8.237568 -8.816067 -3.073199 0.19 -0.16 0.28 0.10
H -9.800709 -10.210020 -2.321010 -0.10 -0.61 0.25 0.04